Formula: C38H89N7O
Source: the Open Molecules 2025 dataset
Level of theory: ωB97M-V/def2-TZVPD

Summary:
Structure (SMILES): CCN(CC)CC.CCN(CC)CC.CCN(CC)CC.CCN(CC)CC.CCN(CC)CC.C1CCOC1.CC#N.CC#N
Frontier orbital gap: 8.4 eV
HOMO energy: -7.8 eV

Positions of all 135 atoms, in Å:
1 C 1.9489 -7.0558 -5.0818
2 C 1.2140 -5.8563 -4.4586
3 N 2.0220 -5.1437 -3.4500
4 C 1.4568 -3.9153 -3.0999
5 C 1.3145 -2.9221 -4.2000
6 C 2.1935 -5.9207 -2.2276
7 C 3.3122 -5.4408 -1.3748
8 H 1.6644 -8.0146 -4.6645
9 H 3.0697 -6.9431 -5.0994
10 H 1.7134 -7.1127 -6.1769
11 H 0.9645 -5.0660 -5.2067
12 H 0.3231 -6.2492 -4.0090
13 H 0.5258 -4.0194 -2.4888
14 H 2.1440 -3.4100 -2.4521
15 H 1.2971 -1.9320 -3.7490
16 H 2.2135 -2.8559 -4.8162
17 H 0.4050 -3.1284 -4.8398
18 H 2.3584 -6.9614 -2.4512
19 H 1.1945 -5.9029 -1.6694
20 H 3.5940 -6.2229 -0.6478
21 H 3.2160 -4.5375 -0.8241
22 H 4.2002 -5.3433 -1.9765
23 C -4.7139 2.0806 4.1699
24 C -3.6035 2.9727 3.5903
25 N -2.2944 2.4540 3.9261
26 C -1.2395 3.3614 4.3092
27 C -0.4898 3.9395 3.0508
28 C -1.8121 1.3181 3.1872
29 C -0.9333 0.4075 4.0311
30 H -4.4104 1.0287 4.0478
31 H -5.6436 2.2962 3.5961
32 H -4.8064 2.1575 5.2363
33 H -3.7427 3.1113 2.5166
34 H -3.7056 4.0023 3.9910
35 H -0.5484 2.8097 4.9963
36 H -1.5718 4.2002 4.9074
37 H 0.1347 4.7433 3.4505
38 H -1.2483 4.3713 2.3003
39 H 0.2072 3.1649 2.6109
40 H -2.6983 0.7914 2.8315
41 H -1.2833 1.6184 2.3042
42 H 0.0402 0.9224 4.1668
43 H -1.4222 0.2428 4.9968
44 H -0.7337 -0.5428 3.4703
45 C 3.1749 1.8051 -1.1998
46 C 2.2132 2.9500 -1.6022
47 N 2.6719 4.2126 -1.0078
48 C 2.1444 5.3493 -1.7677
49 C 3.1493 5.6429 -2.8694
50 C 2.3019 4.2989 0.4123
51 C 3.2749 5.1164 1.1989
52 H 4.1600 2.0216 -1.5901
53 H 2.8292 0.8091 -1.4949
54 H 3.2414 1.7886 -0.0893
55 H 2.3048 3.0095 -2.7416
56 H 1.1507 2.7165 -1.4043
57 H 1.1762 5.0124 -2.1937
58 H 2.0542 6.2055 -1.1243
59 H 3.2409 4.7804 -3.5357
60 H 2.8409 6.5872 -3.4189
61 H 4.0916 5.8902 -2.3770
62 H 2.1904 3.2667 0.7712
63 H 1.2887 4.7269 0.5082
64 H 2.8986 5.3645 2.1908
65 H 3.4068 6.0828 0.6486
66 H 4.2207 4.6328 1.3383
67 C -4.5637 1.5703 -0.4505
68 C -4.3712 2.7230 -1.4671
69 N -3.1057 2.6569 -2.2015
70 C -3.0292 1.4984 -3.1347
71 C -4.2792 1.2382 -4.0059
72 C -1.8892 2.6889 -1.4239
73 C -1.6601 3.9867 -0.6680
74 H -5.5843 1.5295 0.0002
75 H -3.9242 1.6192 0.4398
76 H -4.3385 0.6414 -0.9251
77 H -5.2380 2.7624 -2.1436
78 H -4.3377 3.6853 -0.8784
79 H -2.2413 1.6940 -3.8728
80 H -2.7247 0.5409 -2.6106
81 H -4.0163 0.4855 -4.7255
82 H -5.1733 0.8454 -3.4631
83 H -4.7061 2.0642 -4.5977
84 H -1.1201 2.4734 -2.1592
85 H -1.8686 1.8417 -0.6895
86 H -1.4975 4.8282 -1.2848
87 H -0.7676 3.8933 -0.0523
88 H -2.4871 4.2291 -0.0046
89 C -3.2604 -1.5385 1.1315
90 C -3.4251 -2.2287 -0.1507
91 N -2.3029 -3.0796 -0.5780
92 C -2.0835 -4.1750 0.3965
93 C -0.8935 -5.0316 0.1597
94 C -2.5630 -3.5924 -1.9057
95 C -2.5150 -2.4789 -2.9632
96 H -3.3305 -2.0517 2.0574
97 H -4.0495 -0.8166 1.1856
98 H -2.2932 -0.9754 1.1953
99 H -4.3517 -2.8349 -0.0886
100 H -3.6707 -1.5302 -0.9059
101 H -1.9423 -3.7724 1.4343
102 H -3.0238 -4.7954 0.5534
103 H -0.0213 -4.3928 -0.0838
104 H -0.6289 -5.6713 1.0041
105 H -1.0300 -5.6635 -0.7264
106 H -3.5001 -4.1754 -2.0130
107 H -1.7228 -4.2170 -2.2148
108 H -3.3779 -1.8198 -3.0776
109 H -2.2690 -2.9555 -3.9335
110 H -1.5933 -1.9002 -2.7115
111 C 3.4578 1.1801 3.5116
112 C 4.9442 0.9368 3.0857
113 C 5.5691 -0.0236 4.1490
114 O 4.4123 -0.5139 4.8970
115 C 3.4419 0.4964 4.8562
116 H 2.6965 0.7845 2.8121
117 H 3.2564 2.2609 3.7076
118 H 5.5973 1.7955 3.0392
119 H 4.9430 0.3960 2.1293
120 H 6.2271 0.5689 4.7910
121 H 6.1506 -0.8776 3.7241
122 H 3.6779 1.3382 5.6013
123 H 2.5040 0.0281 5.1865
124 C 1.7809 -2.3307 3.5459
125 C 2.0399 -2.6164 2.1138
126 N 2.1572 -2.8937 0.9962
127 H 1.3411 -1.3444 3.6753
128 H 2.7626 -2.3690 4.0960
129 H 1.0122 -3.0071 3.9447
130 C 0.4117 -0.9574 -0.8006
131 C 0.6698 0.1018 0.1901
132 N 0.8335 0.9658 0.9422
133 H 1.3481 -1.1032 -1.3447
134 H -0.3484 -0.5597 -1.4404
135 H 0.0330 -1.8220 -0.2303



Formula: C20H23AuClN2O2
Source: the Open Molecules 2025 dataset
Level of theory: ωB97M-V/def2-TZVPD

Summary:
Net charge: -1
Frontier orbital gap: 6.4 eV
HOMO energy: -3.7 eV

Positions of all 49 atoms, in Å:
1 Au -1.0308 1.6910 -0.8713
2 C 4.8795 -0.9269 1.3840
3 C 3.3926 -0.7642 1.1522
4 C 2.4848 -1.4371 1.9539
5 C 1.1195 -1.2459 1.7317
6 C 0.0854 -1.9371 2.5901
7 C 0.7053 -0.4018 0.7187
8 C 1.5849 0.3325 -0.1311
9 C 2.9627 0.0898 0.1360
10 N 1.0262 1.1928 -1.0655
11 C 1.6610 1.8088 -2.2525
12 C 3.1801 1.6810 -2.4288
13 C 1.0342 1.1858 -3.5128
14 C 1.3592 3.3176 -2.2605
15 H 5.0764 -1.5652 2.2491
16 H 5.3535 0.0426 1.5649
17 H 5.3720 -1.3741 0.5140
18 H 2.8279 -2.0880 2.7533
19 H 0.5557 -2.6098 3.3103
20 H -0.6043 -2.5213 1.9760
21 H -0.5141 -1.2041 3.1381
22 H -0.3632 -0.2734 0.5733
23 H 3.7373 0.5878 -0.4157
24 H 3.5009 0.6403 -2.4961
25 H 3.7290 2.1818 -1.6293
26 H 3.4447 2.1731 -3.3677
27 H 1.3049 0.1271 -3.5767
28 H 1.3768 1.6952 -4.4237
29 H -0.0547 1.2589 -3.4569
30 H 1.7053 3.7676 -1.3248
31 H 0.2826 3.4964 -2.3463
32 H 1.8592 3.8133 -3.1018
33 Cl -5.4138 -4.3162 0.2341
34 C -4.5579 -2.8660 0.7179
35 C -4.6948 -2.3935 2.0137
36 C -4.0103 -1.2426 2.3875
37 C -3.2127 -0.5500 1.4816
38 C -3.0903 -1.0526 0.1894
39 C -3.7523 -2.2143 -0.1983
40 C -2.5374 0.7429 1.9514
41 O -2.2673 0.8035 3.1553
42 O -2.3715 1.6500 1.0630
43 H -5.3210 -2.9244 2.7193
44 H -4.0762 -0.8622 3.4002
45 H -2.4555 -0.5417 -0.5244
46 H -3.6477 -2.6058 -1.2037
47 N -3.9825 1.9310 -1.5978
48 C -2.8539 2.1913 -1.7008
49 H -4.7893 1.5162 -1.1725



Formula: C27H30NO2
Source: the Open Molecules 2025 dataset
Level of theory: ωB97M-V/def2-TZVPD

Summary:
Net charge: +1
Energy above the lowest of the compared OMol25 structures with the same formula, charge and spin: 40.62 kJ/mol
Frontier orbital gap: 5.5 eV
HOMO energy: -10.8 eV

Positions of all 60 atoms, in Å:
1 C 4.4639 3.7521 3.7634
2 O 3.5385 4.3101 2.8605
3 C 2.9384 3.3940 2.0060
4 C 1.9737 3.8588 1.0921
5 C 1.3240 3.0090 0.2394
6 C 1.6143 1.6345 0.2370
7 C 0.9529 0.7458 -0.6521
8 C 1.2799 -0.5885 -0.7282
9 C 0.6900 -1.5343 -1.5373
10 C 1.0734 -2.9061 -1.5233
11 C 0.4941 -3.8335 -2.4106
12 C 0.8552 -5.1532 -2.3774
13 C 1.8072 -5.6361 -1.4637
14 O 2.1024 -6.9933 -1.4837
15 C 3.0549 -7.4109 -0.5336
16 C 2.3950 -4.7113 -0.5867
17 C 2.0390 -3.3930 -0.6190
18 C 2.5885 1.1729 1.1477
19 C 3.2274 2.0209 2.0032
20 H 4.8529 4.5492 4.3954
21 H 3.9704 3.0131 4.3954
22 H 5.2921 3.3014 3.2160
23 H 1.7562 4.9113 1.0851
24 H 0.5785 3.3830 -0.4415
25 H 0.1812 1.1284 -1.2952
26 H 2.1034 -0.9147 -0.1270
27 H -0.0833 -1.2153 -2.2118
28 H -0.2340 -3.4884 -3.1229
29 H 0.4100 -5.8584 -3.0551
30 H 3.1989 -8.4866 -0.6389
31 H 4.0058 -6.9096 -0.7167
32 H 2.6929 -7.2023 0.4738
33 H 3.1323 -5.0320 0.1268
34 H 2.5101 -2.7211 0.0754
35 H 2.8392 0.1296 1.1976
36 H 3.9585 1.6176 2.6824
37 C -2.6515 4.0840 -2.6731
38 C -2.1695 4.3630 -1.4120
39 C -2.2936 3.4246 -0.4112
40 C -2.8891 2.1978 -0.6538
41 C -3.0129 1.2101 0.4761
42 C -4.3549 1.2979 1.2411
43 C -4.7087 -0.1566 1.6300
44 C -3.5726 -1.0265 1.0646
45 N -2.8773 -0.2094 0.0523
46 C -3.3751 1.9330 -1.9231
47 C -3.2576 2.8710 -2.9301
48 H -2.5611 4.8192 -3.4543
49 H -1.7021 5.3122 -1.2045
50 H -1.9292 3.6394 0.5773
51 H -2.1892 1.4147 1.1794
52 H -4.2607 1.9509 2.1168
53 H -5.1174 1.7402 0.5896
54 H -4.7981 -0.2726 2.7159
55 H -5.6731 -0.4537 1.2016
56 H -2.8687 -1.3066 1.8569
57 H -3.9331 -1.9575 0.6145
58 H -1.8955 -0.4638 -0.0938
59 H -3.8457 0.9858 -2.1170
60 H -3.6408 2.6596 -3.9160



Formula: C20H58N2O8
Source: the Open Molecules 2025 dataset
Level of theory: ωB97M-V/def2-TZVPD

Summary:
Structure (SMILES): COC[C@H](C)N.COC[C@H](C)N.CCO.CCO.CCO.CCO.CCO.CCO
Energy above the lowest of the compared OMol25 structures with the same formula, charge and spin: 121.29 kJ/mol
Frontier orbital gap: 9.5 eV
HOMO energy: -9.0 eV

Positions of all 88 atoms, in Å:
1 C 13.8048 -16.4517 18.8220
2 O 13.4387 -15.2919 19.5115
3 C 12.4593 -14.5375 18.8481
4 C 12.0228 -13.3583 19.7016
5 C 11.2434 -13.8898 20.9079
6 N 11.1503 -12.5127 18.8892
7 H 13.8255 -16.3552 17.7335
8 H 13.1899 -17.3136 19.0988
9 H 14.8226 -16.7193 19.1162
10 H 12.8606 -14.1349 17.9015
11 H 11.6037 -15.1488 18.5302
12 H 12.9578 -12.9150 20.0666
13 H 10.8462 -13.0821 21.5224
14 H 11.9112 -14.5253 21.4911
15 H 10.4245 -14.5020 20.5256
16 H 11.1577 -11.5812 19.2847
17 H 11.4207 -12.4769 17.9155
18 C 7.4139 -13.3319 19.4934
19 O 6.0125 -13.4239 19.2759
20 C 5.5933 -14.1861 18.1735
21 C 5.8909 -13.4966 16.8366
22 C 5.2251 -12.1619 16.6375
23 N 5.5214 -14.3557 15.7052
24 H 7.9023 -14.3081 19.5303
25 H 7.4961 -12.7893 20.4302
26 H 7.9010 -12.7527 18.7060
27 H 6.0595 -15.1790 18.1492
28 H 4.5157 -14.3498 18.2618
29 H 6.9811 -13.4638 16.7511
30 H 4.1453 -12.1745 16.7923
31 H 5.3850 -11.7528 15.6391
32 H 5.6363 -11.4094 17.3164
33 H 4.5479 -14.3380 15.4153
34 H 5.6983 -15.3546 15.7600
35 C 9.3518 -16.5030 19.8757
36 C 8.4068 -17.6024 19.3612
37 O 9.0382 -18.4776 18.4520
38 H 10.2635 -16.9793 20.2408
39 H 8.9472 -15.8731 20.6680
40 H 9.5737 -15.8554 19.0236
41 H 7.5338 -17.0958 18.9532
42 H 8.0558 -18.1948 20.2136
43 H 9.6138 -19.0531 18.9615
44 C 1.7146 -12.6625 15.0601
45 C 0.1961 -12.5718 14.9859
46 O -0.3360 -13.2576 16.1052
47 H 2.1598 -11.8015 14.5563
48 H 2.1030 -13.5279 14.5218
49 H 2.0479 -12.6826 16.0940
50 H -0.1820 -13.0316 14.0659
51 H -0.1427 -11.5329 14.9268
52 H -1.2119 -13.6122 15.9488
53 C 3.7924 -11.3450 21.3502
54 C 3.1793 -12.7116 21.6363
55 O 4.1732 -13.7379 21.6033
56 H 4.8442 -11.2539 21.6143
57 H 3.3227 -10.5142 21.8849
58 H 3.6585 -11.1415 20.2838
59 H 2.3593 -13.0164 20.9818
60 H 2.8177 -12.7450 22.6678
61 H 4.7690 -13.6679 20.8412
62 C 7.5559 -15.3245 12.4858
63 C 7.9828 -16.7710 12.3369
64 O 9.1028 -17.0972 13.1552
65 H 6.5749 -15.0961 12.0629
66 H 8.2567 -14.5595 12.1496
67 H 7.4127 -15.1375 13.5572
68 H 8.1733 -17.0133 11.2891
69 H 7.1276 -17.3727 12.6670
70 H 8.7576 -17.5270 13.9406
71 C 3.6463 -17.3704 15.5426
72 C 4.2865 -17.4689 16.9365
73 O 5.5788 -18.0683 16.7799
74 H 2.7061 -16.8350 15.4128
75 H 3.3887 -18.4200 15.3491
76 H 4.3649 -17.1043 14.7693
77 H 3.6805 -18.1078 17.5817
78 H 4.4044 -16.5120 17.4394
79 H 5.4332 -19.0184 16.7541
80 C 8.3230 -14.2328 23.2870
81 C 7.1143 -14.9644 22.7526
82 O 7.3740 -16.3382 23.0748
83 H 9.1713 -14.5009 22.6580
84 H 8.4588 -14.4125 24.3513
85 H 8.2331 -13.1401 23.2579
86 H 6.8915 -14.8239 21.6944
87 H 6.2433 -14.6770 23.3556
88 H 6.6643 -16.9279 22.8088



What is the HOMO energy in the second record? -3.7 eV



Which of these has the lowest HOMO energy? C27H30NO2



Which value of frontier orbital gap does entry 2 give? 6.4 eV



frontier orbital gap of number 1 (C38H89N7O)? 8.4 eV